Formula: C51H120F6N8O11S2
Source: the Open Molecules 2025 dataset
Level of theory: ωB97M-V with the def2-TZVPD basis set

```
198
Properties=species:S:1:pos:R:3
C 1.37 -2.26 2.70
C 2.41 -1.54 3.55
C 1.74 -0.80 4.79
O 2.74 0.15 5.39
C 2.26 1.16 6.25
N 3.66 -2.39 3.95
H 3.27 -3.01 4.65
H 4.15 -2.91 3.24
H 4.34 -1.84 4.45
H 0.76 -1.54 2.16
H 0.69 -2.82 3.33
H 1.73 -3.05 2.03
H 2.68 -0.81 2.78
H 1.43 -1.60 5.46
H 0.84 -0.22 4.61
H 1.65 0.70 7.03
H 1.67 1.87 5.66
H 3.04 1.84 6.59
C 0.34 -3.75 -0.37
C 0.93 -5.16 -0.04
C -0.27 -6.12 0.28
N 0.00 -7.65 0.32
C 1.32 -7.93 1.10
C 1.68 -9.49 0.81
C 1.66 -9.82 -0.75
C 0.37 -9.35 -1.47
C 0.10 -7.92 -1.21
C -1.18 -8.42 0.96
H 1.06 -2.94 -0.39
H -0.43 -3.44 0.33
H -0.26 -3.68 -1.28
H 1.50 -4.99 0.87
H 1.61 -5.57 -0.79
H -1.06 -5.93 -0.44
H -0.65 -5.98 1.29
H 2.18 -7.33 0.78
H 1.18 -7.67 2.15
H 2.72 -9.75 1.01
H 1.05 -10.16 1.38
H 2.49 -9.24 -1.17
H 1.85 -10.89 -0.80
H 0.46 -9.57 -2.53
H -0.37 -10.05 -1.07
H 0.84 -7.27 -1.70
H -0.87 -7.73 -1.66
H -1.37 -8.01 1.95
H -0.92 -9.47 1.00
H -2.06 -8.18 0.35
C -1.49 -0.10 -4.62
C -0.65 -1.17 -5.32
C 0.24 -2.03 -4.40
N 1.34 -2.93 -4.96
C 2.04 -3.74 -3.79
C 2.76 -2.88 -2.79
C 3.90 -1.98 -3.51
C 3.22 -1.12 -4.55
C 2.41 -2.00 -5.55
C 0.77 -3.82 -6.07
H -2.22 -0.64 -4.02
H -2.08 0.57 -5.24
H -0.95 0.52 -3.90
H 0.10 -0.63 -5.89
H -1.26 -1.77 -6.00
H -0.45 -2.72 -3.91
H 0.75 -1.42 -3.66
H 1.31 -4.32 -3.21
H 2.87 -4.35 -4.15
H 2.20 -2.16 -2.19
H 3.31 -3.61 -2.19
H 4.39 -1.34 -2.78
H 4.55 -2.78 -3.87
H 2.66 -0.29 -4.11
H 4.05 -0.63 -5.05
H 2.11 -1.39 -6.41
H 3.03 -2.64 -6.17
H 1.47 -4.62 -6.30
H 0.41 -3.18 -6.88
H -0.09 -4.33 -5.63
C -5.64 0.55 -0.06
C -5.55 -0.10 1.30
C -4.45 0.36 2.31
N -4.84 -0.09 3.77
C -4.52 -1.64 3.92
C -2.95 -1.90 3.86
C -2.18 -1.14 4.94
C -2.39 0.30 4.64
C -3.87 0.65 4.85
C -6.24 0.09 4.31
H -6.42 0.17 -0.72
H -4.61 0.37 -0.38
H -5.71 1.64 -0.02
H -5.44 -1.18 1.23
H -6.56 -0.01 1.70
H -4.48 1.44 2.46
H -3.40 0.25 2.03
H -4.99 -2.05 3.03
H -4.95 -2.12 4.80
H -2.45 -1.70 2.91
H -2.78 -2.97 4.04
H -1.16 -1.51 5.06
H -2.68 -1.43 5.86
H -1.93 0.65 3.71
H -1.89 0.96 5.36
H -3.83 1.71 4.59
H -4.18 0.39 5.86
H -6.86 -0.48 3.62
H -6.42 1.15 4.16
H -6.26 -0.20 5.36
C 1.96 3.87 2.84
O 2.03 5.11 2.10
C 0.87 5.80 1.82
C 0.79 6.10 0.33
N 0.47 4.85 -0.45
H 0.88 4.03 -0.04
H -0.52 4.63 -0.39
C 0.64 4.82 -2.00
C -0.54 5.64 -2.65
O -1.68 5.09 -2.08
C -2.93 5.59 -2.35
H 2.89 3.32 2.98
H 1.32 3.17 2.31
H 1.47 3.99 3.81
H 0.96 6.79 2.27
H 0.05 5.28 2.32
H 1.74 6.57 0.06
H 0.07 6.89 0.13
H 0.54 3.77 -2.25
H 1.62 5.15 -2.35
H -0.57 5.49 -3.73
H -0.40 6.72 -2.56
H -3.67 4.94 -1.88
H -3.12 5.57 -3.42
H -3.09 6.62 -2.04
C 8.03 1.81 0.82
O 8.60 2.43 -0.30
C 8.17 3.75 -0.67
C 8.73 4.33 -1.92
N 8.77 3.39 -3.15
H 9.33 3.69 -3.94
H 9.29 2.54 -3.01
C 7.46 2.82 -3.70
C 7.77 1.67 -4.70
O 8.35 0.66 -3.87
C 8.57 -0.58 -4.41
H 8.42 0.79 0.88
H 6.94 1.92 0.78
H 8.30 2.41 1.68
H 8.36 4.49 0.11
H 7.10 3.80 -0.89
H 9.76 4.68 -1.86
H 8.21 5.20 -2.31
H 6.75 3.51 -4.15
H 6.94 2.48 -2.80
H 8.57 1.95 -5.39
H 6.86 1.34 -5.19
H 7.77 -1.04 -5.00
H 9.04 -1.27 -3.70
H 9.36 -0.39 -5.13
C -9.78 2.95 -1.36
O -9.19 3.20 -0.11
C -10.05 4.17 0.61
C -9.53 4.21 1.99
N -8.03 4.32 1.95
H -7.68 3.72 1.22
H -7.93 5.27 1.64
C -7.21 4.18 3.29
C -5.68 4.72 3.07
O -5.15 4.06 1.95
C -3.91 4.71 1.54
H -9.22 2.09 -1.73
H -9.59 3.85 -1.94
H -10.85 2.78 -1.26
H -11.09 3.88 0.72
H -10.07 5.08 0.01
H -9.57 3.20 2.40
H -9.84 5.03 2.65
H -7.28 3.10 3.45
H -7.71 4.82 4.02
H -5.09 4.38 3.93
H -5.61 5.81 3.07
H -3.00 4.32 1.98
H -3.89 5.80 1.53
H -3.94 4.58 0.46
C -1.43 1.71 -0.76
F -2.44 0.90 -0.69
F -1.11 1.77 -2.06
F -1.76 2.93 -0.32
S 0.01 0.98 0.35
O -0.54 1.04 1.69
O 0.16 -0.37 -0.21
N 1.22 2.18 -0.02
S 2.35 1.22 -0.29
O 2.71 0.46 0.91
O 2.22 0.49 -1.56
C 3.91 2.34 -0.48
F 4.48 2.50 0.72
F 4.82 1.71 -1.28
F 3.70 3.58 -0.92
```

Calculated values
- HOMO energy: -19.4 eV
- E_LUMO: -10.4162 eV
- Net charge: +6

Results of the Mulliken charge analysis, in e, for atoms 1 through 4: -0.86, 0.51, -0.27, -0.44